# 1
Formula: C21H37KN3O7P2S
Source: the OMol25 dataset
Level of theory: ωB97M-V/def2-TZVPD

Properties
- E_LUMO (eV) = 2.20
- frontier orbital gap (eV) = 5.44
- largest force on an atom (eV/A) = 2.14
- net charge = -1
- molecular weight (g/mol) = 576.65

XYZ file:
```
72
Properties=species:S:1:pos:R:3:forces:R:3:mulliken_charge:R:1
K 1.71412 -0.05144 1.17255 1.000 -0.577 -0.394 0.98
N 2.68374 3.19692 -2.57065 0.122 0.307 -0.186 -0.50
C 2.72320 2.24375 -1.54016 0.091 0.188 0.151 0.43
S 2.24763 0.68017 -2.05723 0.120 -0.820 0.007 -0.65
N 3.08120 2.71017 -0.39698 0.283 1.142 -0.125 -0.99
N 3.13788 1.91116 0.71853 0.356 0.195 -0.013 0.46
C 3.49344 2.56206 1.76788 0.075 0.500 -0.956 -0.24
C 3.65668 2.07916 3.10524 0.023 -0.400 0.611 0.83
C 4.00632 3.04036 4.06115 -0.048 0.040 -0.013 -0.72
C 4.14321 2.75502 5.39989 0.104 0.380 0.182 -0.61
C 3.93713 1.44366 5.82539 0.010 -0.079 0.055 -0.32
C 3.64125 0.46208 4.91839 -0.074 -0.199 0.230 -0.65
C 3.49389 0.70323 3.51590 0.338 0.057 0.217 0.41
O 3.25195 -0.25123 2.72352 1.359 -0.198 1.320 -0.94
H 2.91682 2.78895 -3.46575 -0.127 0.013 0.107 0.21
H 3.24374 4.01146 -2.35489 0.002 -0.016 0.092 0.26
H 3.69934 3.63925 1.65017 -0.061 -0.195 -0.108 0.17
H 4.17361 4.05782 3.72110 -0.055 0.030 -0.038 0.27
H 4.40275 3.53439 6.10460 0.008 0.025 0.021 0.36
H 4.01934 1.20495 6.88184 0.021 -0.055 -0.026 0.34
H 3.50498 -0.56222 5.24574 -0.020 -0.039 -0.041 0.35
C 2.79672 -2.72288 -1.17442 -0.238 0.192 -0.025 -1.10
C 1.95254 -2.71611 -2.43311 0.732 -0.456 -0.246 0.65
C 1.76302 -4.12443 -2.99749 -0.085 0.448 0.077 -1.56
O 0.64530 -2.16510 -2.24104 -0.510 0.443 0.505 -0.48
P -0.17464 -1.69281 -0.96961 -1.026 -0.913 -1.640 1.06
O 0.38427 -1.74293 0.37481 -0.496 -1.053 -0.335 -0.98
C -0.83441 -0.07366 -1.46513 0.123 -0.465 1.120 -0.47
P -1.21266 0.78042 0.08923 -1.663 0.670 -0.591 0.78
O -0.13135 1.19337 0.96895 -1.019 1.222 -0.104 -0.98
O -2.21037 -0.13619 0.93583 0.345 0.076 -0.136 -0.31
C -3.56475 -0.42119 0.60896 -0.641 -0.096 0.024 0.95
C -4.47481 0.52933 1.38380 0.313 -0.058 -0.264 -1.28
C -3.84064 -1.87048 0.99169 0.262 0.289 -0.175 -1.42
O -2.11934 2.00498 -0.46384 0.303 -0.911 -0.012 -0.35
C -1.87724 3.31426 0.07022 -0.049 0.861 0.204 0.65
C -3.12243 4.14818 -0.21018 0.207 -0.384 0.111 -1.46
C -0.64716 3.93298 -0.57239 -0.110 -0.346 0.141 -1.06
O -1.44112 -2.71038 -1.01624 0.382 0.480 0.127 -0.23
C -1.89326 -3.45802 -2.13886 -0.207 -0.390 -0.396 0.94
C -2.18914 -4.87707 -1.65514 0.224 0.424 -0.062 -1.60
C -3.13908 -2.81309 -2.74012 0.411 -0.040 0.157 -1.34
H 3.75512 -3.19355 -1.37965 0.078 -0.040 -0.066 0.48
H 2.28776 -3.26276 -0.38131 0.028 -0.161 0.124 0.35
H 2.97098 -1.70085 -0.84652 0.110 0.019 0.013 0.01
H 2.42651 -2.06977 -3.18335 -0.124 -0.084 0.167 0.29
H 1.29378 -4.75719 -2.24600 -0.014 -0.125 0.078 0.25
H 2.72538 -4.54816 -3.27154 0.098 -0.063 -0.015 0.47
H 1.12524 -4.09951 -3.87970 -0.019 -0.017 -0.088 0.36
H -1.70528 -0.13744 -2.11117 -0.141 -0.101 0.053 0.53
H -0.01608 0.46815 -1.96097 0.015 0.122 0.071 0.17
H -3.71867 -0.27835 -0.46898 0.010 -0.038 0.048 0.26
H -4.29106 0.41213 2.44981 -0.017 -0.033 0.093 0.31
H -5.51805 0.30514 1.16996 -0.101 0.005 0.004 0.42
H -4.26400 1.55956 1.10816 -0.041 0.074 -0.022 0.05
H -3.75318 -1.97696 2.07015 -0.055 -0.034 0.136 0.43
H -3.10360 -2.51720 0.52442 -0.057 -0.072 -0.016 0.15
H -4.84357 -2.15303 0.67546 -0.086 -0.055 0.022 0.38
H -1.71332 3.21981 1.14983 -0.058 0.043 -0.096 0.32
H -3.24735 4.25092 -1.28536 -0.043 0.079 -0.130 0.32
H -3.01303 5.13232 0.23702 0.013 0.126 0.003 0.39
H -4.01498 3.67727 0.19512 -0.090 -0.033 0.069 0.35
H -0.78083 4.00470 -1.64863 -0.027 0.049 -0.160 0.32
H 0.22669 3.32178 -0.37271 0.220 -0.002 0.005 -0.07
H -0.47332 4.92405 -0.16282 0.028 0.146 0.035 0.45
H -1.09675 -3.48620 -2.89308 -0.156 -0.025 0.150 0.09
H -2.98931 -4.85291 -0.91817 -0.095 -0.047 0.069 0.32
H -1.30204 -5.29900 -1.18946 0.053 -0.081 0.041 0.36
H -2.48635 -5.50404 -2.49317 -0.049 -0.070 -0.046 0.44
H -3.88112 -2.64945 -1.96163 -0.118 -0.009 0.057 0.17
H -3.55392 -3.46936 -3.50246 -0.082 0.014 -0.088 0.47
H -2.88731 -1.85896 -3.19540 -0.062 0.126 -0.085 0.33
```
Forces are in eV/Å.



# 2
Formula: CH6NO
Source: the OMol25 dataset
Level of theory: ωB97M-V/def2-TZVPD

Properties
- E_LUMO (alpha / beta) (eV) = -9.91 / -17.78
- frontier orbital gap (alpha / beta) (eV) = 14.28 / 6.38
- <S²> = 0.75
- largest force on an atom (eV/A) = 1.43
- net charge = +2
- spin multiplicity = 2
- molecular weight (g/mol) = 48.07

XYZ file:
```
9
Properties=species:S:1:pos:R:3:forces:R:3:mulliken_spin:R:1
C -0.44370 -0.94142 -1.19927 0.262 -1.208 -0.280 0.00
N 0.32667 0.03750 -0.95808 0.184 0.634 0.649 0.01
H -0.88836 -1.53251 -0.40106 -0.009 0.319 0.173 0.00
H -0.57888 -1.36198 -2.19735 -0.073 0.620 -0.139 0.00
H 0.77446 0.61959 -1.66633 -0.011 -0.300 -0.326 0.00
H 0.53339 0.32930 0.01114 -0.244 -0.446 -1.340 0.00
H -0.45442 1.61572 2.12393 -0.108 0.335 0.481 -0.02
H 0.70101 0.43844 2.47286 0.005 0.195 0.541 -0.02
O 0.02984 0.79535 1.81417 -0.005 -0.149 0.239 1.02
```
Forces are in eV/Å.



# 3
Formula: F24InNO3P4
Source: the OMol25 dataset
Level of theory: ωB97M-V/def2-TZVPD

Properties
- E_LUMO (eV) = -6.03
- frontier orbital gap (eV) = 1.45
- largest force on an atom (eV/A) = 4.20
- net charge = -2
- molecular weight (g/mol) = 756.67

XYZ file:
```
33
Properties=species:S:1:pos:R:3:forces:R:3:mulliken_charge:R:1
In -1.27882 6.71538 -14.28727 -0.130 -0.194 -0.350 1.01
N 2.55340 5.51602 -9.53872 0.477 -0.237 1.294 1.20
O 3.47781 4.79662 -9.16091 -0.470 0.295 -0.135 -0.34
O 2.31874 5.65509 -10.70554 -0.226 0.034 -1.251 -0.32
O 1.87379 6.11446 -8.71315 0.089 -0.147 0.023 -0.31
P 2.55857 10.28949 -16.91932 -1.159 -0.045 -1.701 1.14
F 3.01296 9.25990 -15.77545 0.825 0.080 -0.092 -0.32
F 1.53619 9.09051 -17.52791 1.110 0.337 0.445 -0.36
F 1.35431 10.74418 -15.93539 -0.226 0.227 0.065 -0.35
F 1.91396 11.21490 -18.12074 0.890 -0.004 0.642 -0.34
F 3.44305 11.54879 -16.34973 -0.155 -1.077 -0.436 -0.35
F 3.80825 9.82132 -17.92640 -1.350 0.424 1.255 -0.36
P -3.40905 3.92998 -9.51017 0.691 0.061 -0.693 1.16
F -4.64747 4.51621 -8.58303 1.109 -0.693 -1.364 -0.34
F -4.14389 4.18924 -10.95749 -1.267 -0.517 0.960 -0.30
F -2.78488 5.42079 -9.76544 -0.045 0.091 0.763 -0.35
F -2.20996 3.31710 -10.49634 0.506 0.139 1.002 -0.31
F -2.45798 3.82902 -8.16374 -0.728 -0.492 -1.086 -0.34
F -3.93709 2.38321 -9.39079 -0.082 1.566 0.388 -0.34
P -0.19890 1.38425 -16.67477 0.574 0.566 -0.109 1.17
F 0.41726 1.20961 -15.14244 0.251 -0.377 -1.102 -0.31
F 1.05794 0.60841 -17.37356 -0.063 1.164 0.609 -0.34
F -0.90783 -0.06634 -16.61004 -0.420 0.666 0.453 -0.33
F -0.85330 1.68646 -18.13588 0.330 -0.212 0.642 -0.31
F -1.41163 2.15788 -15.95653 -0.780 -0.387 -0.152 -0.30
F 0.55225 2.88888 -16.73946 0.161 -1.331 -0.237 -0.33
P -5.38760 6.85139 -17.87250 1.112 -3.689 1.672 1.15
F -3.79252 6.35178 -18.18258 -0.129 -1.296 0.130 -0.32
F -5.40498 7.33818 -19.31142 -1.146 1.608 -2.509 -0.30
F -5.93553 5.39130 -18.38143 -0.516 0.462 -1.067 -0.33
F -6.80413 7.45129 -17.41158 0.228 0.203 -0.987 -0.33
F -5.36866 6.03743 -16.48020 1.126 1.074 1.516 -0.32
F -4.56882 8.11077 -17.38412 -0.586 1.702 1.410 -0.28
```
Forces are in eV/Å.



# 4
Formula: CH4NO4S2
Source: the OMol25 dataset
Level of theory: ωB97M-V/def2-TZVPD

Properties
- E_LUMO (eV) = 3.65
- frontier orbital gap (eV) = 7.56
- largest force on an atom (eV/A) = 3.63
- net charge = -1
- molecular weight (g/mol) = 158.18

XYZ file:
```
12
Properties=species:S:1:pos:R:3:forces:R:3:mulliken_charge:R:1
C -0.05845 0.42885 0.65134 1.412 -1.255 0.978 -0.09
N -0.76259 1.41990 -0.04742 0.943 1.994 0.262 -0.75
O -1.66131 -1.35946 -0.72878 0.992 3.159 -0.115 -0.63
O 1.67887 1.84234 -0.63283 0.589 0.689 -0.699 -0.67
O 0.09029 -2.33440 0.75516 0.385 -0.709 1.063 -0.61
O 2.09516 -0.61285 -0.13027 0.773 0.720 0.348 -0.57
S 0.07283 -1.28369 -0.24521 -1.739 0.782 -1.287 0.63
S 1.78973 0.79392 0.40915 0.360 -0.858 1.012 0.45
H -0.18542 0.21890 1.78572 -0.371 0.349 -1.794 0.27
H 0.03669 2.19531 -0.40398 -2.277 -2.783 0.493 0.39
H -1.17889 0.92424 -0.81109 -0.493 0.430 -0.826 0.32
H -1.91691 -2.23305 -0.60180 -0.574 -2.517 0.564 0.27
```
Forces are in eV/Å.